# 1
Computed, not measured: C22H16F3N2O7S2 as an isolated structure, with the ωB97M-V functional and the def2-TZVPD basis.

Output
max |F|	3.24	eV/Å
HOMO-LUMO gap	4.8	eV
DFT total energy	-70208.9014	eV

```
! RIJCOSX wB97M-V def2-TZVPD def2/J DEFGRID3
* xyz -1 1
C -1.700 3.468 -0.422
C -0.811 3.497 -1.636
C -0.864 4.890 -2.265
O 0.580 3.271 -1.270
C 0.932 1.980 -0.916
O 2.052 1.796 -0.473
C -0.051 0.948 -1.314
C 0.228 -0.476 -1.067
C 0.087 -0.950 0.369
C -0.849 -1.915 0.772
C -1.010 -2.204 2.125
C -0.108 -1.709 3.069
C -0.271 -1.998 4.472
N -0.440 -2.166 5.619
C 0.903 -0.842 2.644
C 0.955 -0.434 1.316
C -0.488 1.367 -2.676
O -0.272 0.801 -3.734
O -1.166 2.574 -2.664
H -1.663 2.488 0.069
H -1.339 4.223 0.289
H -2.737 3.672 -0.698
H -0.270 4.898 -3.178
H -1.890 5.164 -2.520
H -0.468 5.636 -1.578
H -0.476 -1.006 -1.706
H 1.268 -0.652 -1.388
H -1.455 -2.432 0.035
H -1.874 -2.776 2.460
H 1.616 -0.447 3.364
H 1.678 0.316 0.992
F -2.907 0.181 3.335
C -3.375 0.977 2.309
F -4.725 0.873 2.284
F -3.023 2.277 2.606
S -2.607 0.482 0.745
N -4.146 0.070 -0.311
C -4.789 -1.212 -0.291
O -4.837 -1.946 0.693
C -5.342 -1.410 -1.667
C -4.802 -0.584 -2.639
C -5.005 -0.764 -4.009
C -5.836 -1.814 -4.408
C -6.421 -2.643 -3.436
C -6.226 -2.422 -2.069
S -3.653 0.492 -1.875
O -3.906 1.876 -2.124
O -2.363 -0.111 -2.088
H -4.535 -0.074 -4.715
H -6.038 -1.983 -5.476
H -7.039 -3.487 -3.734
H -6.722 -2.988 -1.282
*
```


# 2
Computed, not measured: the molecule C6H11N, with the ωB97M-V functional and the def2-TZVPD basis.

Output
max |F|	2.49	eV/Å
energy above the lowest of the compared OMol25 structures with the same formula, charge and spin	165.8	kcal/mol
HOMO-LUMO gap	6.5	eV
DFT total energy	-7883.3413	eV

```
! RIJCOSX wB97M-V def2-TZVPD def2/J DEFGRID3
* xyz 0 1
C 0.949 -1.868 -0.158
N 0.927 -0.531 -0.707
C 0.478 0.421 0.032
C -0.575 1.849 -0.219
C -1.096 0.559 0.038
C -1.808 -0.154 -1.100
C 1.442 1.007 1.051
H -0.042 -2.275 0.117
H 1.496 -1.916 0.783
H 1.443 -2.570 -0.815
H -1.281 0.163 -2.004
H -0.940 2.609 0.470
H -1.513 0.206 0.998
H -1.765 -1.230 -0.988
H -2.830 0.206 -1.170
H 0.926 1.307 1.962
H 2.293 0.331 1.100
H 1.893 1.886 0.610
*
```


# 3
Computed, not measured: a 6-piece molecular cluster, C30H62ClF2N8O8 overall, with the ωB97M-V functional and the def2-TZVPD basis.

Output
max |F|	2.69	eV/Å
HOMO-LUMO gap	6.6	eV
DFT total energy	-78368.4446	eV

```
! RIJCOSX wB97M-V def2-TZVPD def2/J DEFGRID3
* xyz 1 1
C -4.725 -3.002 3.371
C -5.669 -3.450 2.242
C -5.027 -4.412 1.249
C -4.045 -3.794 0.254
C -4.688 -2.779 -0.707
C -4.569 -1.302 -0.334
C -3.115 -0.841 -0.114
C -2.751 -0.703 1.358
C -1.428 -0.008 1.681
N -1.516 1.446 1.622
F -2.026 1.924 0.410
C -0.332 2.117 1.875
N -0.448 3.361 2.234
N 0.910 1.572 1.729
C 1.034 0.116 1.584
F 2.130 -0.079 0.809
Cl 1.420 -0.579 3.179
C -0.194 -0.525 0.894
O -0.213 -0.114 -0.443
C -0.165 -2.042 0.989
O 1.075 -2.586 0.578
C 1.302 -2.516 -0.786
C 0.188 -2.828 -1.749
O 2.407 -2.175 -1.188
H -3.791 -3.560 3.355
H -4.492 -1.942 3.342
H -5.196 -3.188 4.331
H -6.489 -3.994 2.703
H -6.126 -2.599 1.747
H -5.832 -4.871 0.678
H -4.519 -5.201 1.800
H -3.155 -3.399 0.741
H -3.692 -4.621 -0.361
H -4.225 -2.910 -1.682
H -5.737 -3.036 -0.832
H -5.194 -1.031 0.514
H -4.958 -0.744 -1.182
H -2.495 -1.564 -0.640
H -2.996 0.087 -0.657
H -3.537 -0.111 1.824
H -2.765 -1.653 1.879
H -1.206 -0.228 2.726
H 0.353 3.966 2.304
H -1.376 3.758 2.376
H 1.476 1.881 2.516
H 0.286 0.685 -0.627
H -0.304 -2.313 2.030
H -0.979 -2.496 0.439
H 0.552 -3.417 -2.577
H -0.628 -3.366 -1.272
H -0.237 -1.898 -2.107
C 4.080 -0.211 -5.986
C 3.416 -0.728 -4.731
O 2.197 -0.718 -4.594
N 4.219 -1.203 -3.751
C 5.671 -1.282 -3.735
H 3.310 0.133 -6.669
H 4.744 0.623 -5.755
H 4.653 -1.003 -6.470
H 3.712 -1.538 -2.945
H 5.977 -2.320 -3.613
H 6.056 -0.702 -2.893
H 6.102 -0.901 -4.653
C -4.923 6.042 2.537
C -3.441 5.983 2.280
O -2.764 5.023 2.657
N -2.876 7.015 1.627
C -3.519 8.218 1.117
H -5.221 5.144 3.068
H -5.171 6.910 3.147
H -5.471 6.091 1.596
H -1.883 6.917 1.489
H -3.372 8.283 0.039
H -3.075 9.097 1.584
H -4.581 8.208 1.326
C -2.770 0.406 -5.523
C -2.989 0.625 -4.047
O -4.077 0.476 -3.514
N -1.913 0.997 -3.301
C -0.539 1.220 -3.716
H -3.714 0.114 -5.971
H -2.423 1.322 -6.000
H -2.040 -0.387 -5.690
H -2.135 1.122 -2.327
H 0.111 0.530 -3.173
H -0.245 2.246 -3.479
H -0.397 1.054 -4.778
C 9.603 -3.872 -3.103
C 9.208 -2.816 -4.108
O 8.296 -2.985 -4.900
N 9.915 -1.654 -4.103
C 11.024 -1.279 -3.245
H 8.953 -4.731 -3.233
H 10.635 -4.186 -3.260
H 9.491 -3.496 -2.085
H 9.606 -0.994 -4.798
H 10.770 -0.379 -2.682
H 11.908 -1.070 -3.850
H 11.259 -2.073 -2.546
C -0.409 1.239 8.288
C -0.506 0.620 6.917
O -1.213 -0.339 6.676
N 0.241 1.176 5.915
C 1.140 2.312 5.977
H -1.056 0.687 8.961
H 0.614 1.187 8.663
H -0.733 2.280 8.265
H 0.125 0.703 5.035
H 0.803 3.095 5.289
H 2.149 2.007 5.689
H 1.176 2.727 6.977
*
```